Record 1
The following is a DFT calculation (wB97M-V/def2-TZVPD) of a 9-piece molecular cluster, C49H112BN8O20 overall in a non-equilibrium geometry.

```
190
Properties=species:S:1:pos:R:3
O 1.624 3.606 -1.931
C 1.120 2.674 -1.370
O -0.101 2.236 -1.539
B -0.383 1.092 -0.600
O 0.874 1.012 0.196
C 1.813 1.800 -0.293
O 2.963 1.884 0.010
O -0.479 -0.199 -1.241
C -1.412 -0.904 -0.635
O -1.750 -2.043 -0.763
C -2.103 0.042 0.403
O -1.575 1.234 0.268
O -2.725 -0.363 1.351
C -0.222 -8.303 1.702
C -1.030 -7.453 2.733
C -0.806 -6.012 2.186
C -1.827 -5.500 1.168
C -3.221 -5.967 1.583
C -3.422 -7.479 1.779
N -2.428 -7.885 2.776
O -2.526 -9.254 3.118
C -4.797 -7.592 2.403
C -3.277 -8.309 0.482
C -0.426 -7.444 4.133
H -0.509 -9.349 1.612
H 0.828 -8.259 2.006
H -0.233 -7.814 0.728
H -0.852 -5.342 3.048
H 0.161 -5.953 1.688
H -1.743 -6.018 0.205
H -1.762 -4.426 1.005
H -3.846 -5.578 0.775
H -3.524 -5.405 2.472
H -4.912 -7.274 3.440
H -5.490 -6.957 1.843
H -5.249 -8.588 2.385
H -4.143 -8.263 -0.181
H -2.364 -8.132 -0.085
H -3.188 -9.375 0.713
H 0.552 -6.983 4.279
H -0.362 -8.415 4.638
H -1.073 -6.884 4.819
H -2.239 -9.280 4.037
C -2.783 -4.995 5.300
O -2.733 -3.603 5.020
C -1.904 -3.310 3.914
C -1.589 -1.827 3.926
N -0.818 -1.354 5.051
C -0.896 0.092 5.214
C -0.358 0.836 3.961
O -0.055 2.167 4.270
C -0.245 3.119 3.248
H -2.700 -5.626 4.415
H -3.738 -5.129 5.813
H -2.015 -5.259 6.036
H -2.242 -3.624 2.921
H -0.934 -3.811 4.076
H -2.480 -1.185 3.930
H -0.988 -1.737 3.010
H -0.900 -1.967 5.846
H -0.310 0.297 6.110
H -1.925 0.452 5.346
H -1.196 0.844 3.256
H 0.513 0.288 3.590
H -1.290 3.249 2.949
H 0.385 2.813 2.407
H 0.191 4.031 3.652
C 4.823 3.916 -3.085
O 5.521 2.959 -3.864
C 5.434 3.190 -5.246
C 6.214 2.120 -5.982
N 7.639 2.365 -5.787
C 8.502 1.442 -6.524
C 9.989 1.687 -6.309
O 10.322 1.434 -4.949
C 11.474 2.175 -4.556
H 4.941 3.623 -2.045
H 3.754 3.967 -3.310
H 5.303 4.868 -3.347
H 5.803 4.201 -5.468
H 4.367 3.131 -5.515
H 5.988 2.268 -7.038
H 5.950 1.168 -5.504
H 7.830 2.307 -4.794
H 8.321 1.426 -7.597
H 8.260 0.505 -5.999
H 10.257 2.710 -6.596
H 10.600 0.974 -6.876
H 12.165 2.366 -5.375
H 11.969 1.697 -3.711
H 11.133 3.124 -4.127
C -4.860 -3.491 -1.728
O -5.985 -3.235 -0.942
C -5.829 -2.144 -0.025
C -5.658 -0.862 -0.807
N -5.440 0.311 0.078
C -6.631 0.819 0.765
C -6.246 1.939 1.672
O -5.352 1.506 2.672
C -4.675 2.591 3.282
H -4.931 -3.034 -2.718
H -4.611 -4.544 -1.901
H -3.911 -3.185 -1.271
H -4.994 -2.297 0.667
H -6.726 -2.114 0.590
H -6.529 -0.672 -1.443
H -4.862 -0.773 -1.548
H -4.645 0.118 0.671
H -7.048 -0.050 1.291
H -7.451 1.159 0.127
H -7.212 2.356 2.011
H -5.841 2.828 1.173
H -4.060 3.073 2.513
H -3.948 2.107 3.938
H -5.334 3.281 3.810
C 7.424 1.353 2.701
O 6.547 0.310 2.355
C 5.204 0.711 2.514
C 4.282 -0.354 1.958
N 4.523 -1.707 2.567
C 3.733 -1.777 3.839
C 2.214 -2.156 3.606
O 2.068 -2.927 2.421
C 0.700 -3.010 2.058
H 7.067 1.908 3.576
H 7.757 1.956 1.857
H 8.343 0.974 3.167
H 4.909 1.622 1.980
H 4.968 0.923 3.563
H 4.508 -0.496 0.897
H 3.195 -0.237 1.938
H 3.867 -2.246 2.010
H 3.773 -0.757 4.226
H 4.054 -2.527 4.561
H 1.594 -1.258 3.512
H 1.776 -2.721 4.435
H 0.355 -2.090 1.586
H 0.138 -3.419 2.898
H 0.527 -3.753 1.275
C 2.494 4.632 1.811
C 3.198 5.520 0.803
C 2.184 6.416 0.059
O 1.392 7.235 0.859
C 0.016 7.260 0.567
N 4.158 6.308 1.632
H 1.934 3.817 1.358
H 1.843 5.189 2.486
H 3.275 4.110 2.370
H 3.738 4.832 0.152
H 1.531 5.698 -0.453
H 2.809 6.956 -0.663
H -0.429 8.056 1.159
H -0.468 6.335 0.906
H -0.159 7.363 -0.507
H 4.523 7.063 1.063
H 3.675 6.648 2.451
C -4.138 1.567 -3.225
C -3.041 0.762 -3.913
C -3.620 -0.541 -4.469
O -2.840 -1.395 -5.284
C -1.644 -1.742 -4.597
N -2.670 1.556 -5.115
H -3.729 2.544 -2.946
H -4.609 1.265 -2.288
H -4.912 1.699 -3.986
H -2.273 0.590 -3.150
H -4.583 -0.375 -4.948
H -3.853 -1.098 -3.543
H -1.064 -2.419 -5.225
H -1.923 -2.319 -3.709
H -0.988 -0.921 -4.303
H -1.904 1.071 -5.580
H -2.222 2.419 -4.793
C -0.844 5.907 -5.362
C -1.304 5.344 -4.009
C -2.736 5.684 -3.613
O -3.079 5.048 -2.369
C -3.884 5.865 -1.506
N -1.123 3.890 -4.030
H -1.302 5.369 -6.197
H 0.204 5.631 -5.508
H -0.965 6.975 -5.538
H -0.628 5.745 -3.242
H -3.453 5.280 -4.339
H -2.946 6.755 -3.640
H -3.959 6.918 -1.785
H -3.304 5.807 -0.583
H -4.894 5.463 -1.428
H -0.116 3.801 -3.959
H -1.594 3.444 -3.252
```

Calculated values
net charge = -1
E = -3901.80440 hartree
Kohn-Sham gap = 0.31190 hartree
HOMO = -6.4278 eV

Atomic partial charges in e from the Löwdin method, atoms 1 to 2: 0.1258, -0.3901

***

Record 2
The following is a DFT calculation (wB97M-V/def2-TZVPD) of C28H36N8OSV as an isolated structure in a non-equilibrium geometry.

```
75
Properties=species:S:1:pos:R:3
V -0.296 0.094 0.216
C -2.549 0.154 -1.901
N -1.340 -0.652 -1.597
C -1.610 -2.103 -1.468
C -1.816 -2.413 -0.012
N -1.406 -1.581 0.918
C -1.791 -2.157 2.138
C -1.641 -1.692 3.443
C -2.124 -2.486 4.461
C -2.744 -3.720 4.195
C -2.905 -4.186 2.906
C -2.418 -3.370 1.890
N -2.416 -3.503 0.501
C -2.702 1.260 -0.900
N -2.145 1.217 0.288
C -2.636 2.346 0.966
C -2.435 2.768 2.278
C -3.063 3.928 2.681
C -3.879 4.664 1.801
C -4.095 4.249 0.502
C -3.461 3.071 0.118
N -3.462 2.356 -1.080
H -2.528 0.533 -2.922
H -3.433 -0.480 -1.823
H -0.614 -0.503 -2.294
H -2.481 -2.407 -2.047
H -0.765 -2.662 -1.869
H -1.191 -0.728 3.650
H -2.037 -2.152 5.487
H -3.113 -4.314 5.022
H -3.396 -5.130 2.703
H -2.818 -4.262 -0.025
H -1.834 2.188 2.971
H -2.947 4.271 3.702
H -4.359 5.567 2.156
H -4.741 4.804 -0.170
H -4.012 2.569 -1.897
C 2.042 -1.081 2.500
C 1.599 -2.176 1.543
N 1.451 -1.691 0.157
C 2.698 -1.807 -0.634
C 3.861 -0.910 -0.211
S 3.523 0.869 -0.146
C 3.655 1.293 1.615
C 2.396 1.316 2.499
N 1.425 0.236 2.224
H 3.117 -0.957 2.427
H 1.849 -1.400 3.525
H 0.642 -2.575 1.864
H 2.316 -3.000 1.592
H 0.803 -2.334 -0.284
H 2.450 -1.633 -1.682
H 3.068 -2.834 -0.571
H 4.653 -1.040 -0.946
H 4.283 -1.224 0.744
H 4.095 2.288 1.631
H 4.415 0.635 2.033
H 1.897 2.275 2.408
H 2.748 1.251 3.533
H 0.648 0.359 2.865
O 1.248 0.296 -2.585
C 0.925 1.637 -2.913
C 0.753 2.537 -1.710
C 0.962 3.895 -1.895
C 0.873 4.765 -0.823
C 0.595 4.236 0.426
C 0.394 2.878 0.522
N 0.448 2.015 -0.509
H 2.058 0.301 -2.058
H 0.006 1.604 -3.501
H 1.688 2.070 -3.558
H 1.218 4.260 -2.883
H 1.039 5.827 -0.956
H 0.524 4.859 1.309
H 0.158 2.448 1.485
```

Calculated values
spin multiplicity = 4
net charge = +2
E = -2943.70929 hartree
Kohn-Sham gap (spin up / spin down) = 0.31437 / 0.33322 hartree
HOMO (spin up / spin down) = -13.0817 / -13.7672 eV

Atomic partial charges in e from the Löwdin method, atoms 1 to 2: 0.8242, -0.0638

***

Record 3
The following is a DFT calculation (wB97M-V/def2-TZVPD) of C8H14N2O2S2 in the gas phase in a non-equilibrium geometry.

```
28
Properties=species:S:1:pos:R:3
C 1.927 -0.924 0.294
C 2.560 0.383 -0.186
C 1.593 1.576 -0.290
C -2.059 1.019 1.065
C -2.150 0.723 -0.393
C -2.186 -0.791 -0.700
C -0.331 -0.753 -2.429
C 0.940 -1.470 -2.045
H 3.083 0.214 -1.140
H 3.340 0.644 0.548
H 0.799 1.441 -1.057
H 2.215 2.393 -0.608
H -2.747 0.370 1.616
H -2.307 2.085 1.343
H -3.076 1.146 -0.761
H -1.361 1.250 -0.956
H -1.614 -2.296 -1.873
H -0.272 0.333 -2.221
H -0.420 -0.818 -3.532
H 1.851 -1.043 -2.511
H 0.880 -2.514 -2.470
H 0.648 -2.316 -0.077
N -1.470 -1.292 -1.771
N 1.185 -1.644 -0.620
O 2.146 -1.356 1.421
O -2.913 -1.577 -0.081
S 0.758 2.160 1.174
S -0.424 0.624 1.814
```

Calculated values
SMILES = O=C1CCSSCCC(=O)NCCN1
E = -1369.63428 hartree
ΔE to the lowest compared entry with this formula, charge and spin = 0.0 kJ/mol
Kohn-Sham gap = 0.34849 hartree
HOMO = -8.9923 eV

Atomic partial charges in e from the natural (NBO) method, atoms 1 to 2: 0.6955, -0.5193

***

Record 4
The following is a DFT calculation (wB97M-V/def2-TZVPD) of a 6-piece molecular cluster, C11H35O10 overall in a non-equilibrium geometry.

```
56
Properties=species:S:1:pos:R:3
O 31.048 -36.747 26.185
H 30.073 -37.065 26.042
H 31.654 -36.992 25.466
H 30.929 -35.872 26.108
C 29.898 -33.366 27.491
C 30.229 -33.172 28.967
O 29.008 -32.978 29.577
O 30.914 -33.920 26.748
H 29.646 -32.395 27.105
H 29.037 -34.046 27.255
H 30.989 -32.548 29.156
H 30.716 -34.117 29.309
H 28.946 -33.747 30.165
H 31.599 -33.374 26.671
C 34.873 -37.597 27.135
C 35.605 -38.822 26.488
O 37.010 -38.558 26.413
O 33.421 -37.887 27.184
H 35.146 -36.739 26.238
H 35.146 -37.441 28.278
H 35.072 -39.241 25.568
H 35.510 -39.497 27.249
H 37.239 -38.067 25.645
H 33.497 -38.762 27.500
C 28.788 -39.203 25.220
C 29.366 -40.627 24.834
O 28.495 -41.281 23.903
O 29.498 -38.909 26.444
H 27.829 -39.201 25.149
H 29.000 -38.490 24.261
H 29.451 -41.198 25.715
H 30.372 -40.458 24.465
H 29.010 -42.014 23.677
H 29.000 -39.282 27.281
C 27.257 -35.774 25.319
C 26.317 -36.287 24.250
O 25.038 -36.453 24.689
O 28.683 -35.877 24.879
H 27.016 -36.125 26.229
H 27.055 -34.680 25.387
H 26.691 -37.287 24.151
H 26.533 -35.711 23.360
H 24.696 -37.002 24.025
H 28.698 -35.386 24.130
C 32.746 -38.482 23.445
C 32.656 -37.057 23.029
C 31.402 -36.808 22.133
O 32.498 -36.207 24.187
H 33.632 -38.587 24.109
H 32.712 -39.134 22.518
H 31.870 -38.820 24.054
H 33.535 -36.755 22.337
H 31.422 -35.813 21.786
H 30.342 -36.955 22.582
H 31.399 -37.379 21.117
H 33.142 -35.532 23.935
```

Calculated values
net charge = +1
E = -1191.99503 hartree
ΔE to the lowest compared entry with this formula, charge and spin = 0.0 kJ/mol
Kohn-Sham gap = 0.38104 hartree
HOMO = -12.7353 eV

Atomic partial charges in e from the natural (NBO) method, atoms 1 to 2: -0.7591, 0.5802

***

Record 5
The following is a DFT calculation (wB97M-V/def2-TZVPD) of a 2-piece molecular cluster, C4H11N3O overall in a non-equilibrium geometry.

```
19
Properties=species:S:1:pos:R:3
C 1.423 -0.206 -0.091
C 1.606 1.291 -0.142
N 2.299 -0.927 -0.869
N 1.022 -0.715 1.096
H -0.011 -0.201 -0.865
H 2.601 -0.504 -1.732
H -0.115 -0.532 1.197
H 2.198 -1.930 -0.893
H 1.189 -1.710 1.202
H 1.491 1.653 -1.164
H 0.851 1.776 0.471
H 2.600 1.549 0.227
C -2.883 0.114 0.864
N -1.503 -0.113 0.455
C -1.230 -0.094 -0.809
O -1.789 0.049 -1.882
H -3.506 0.437 0.025
H -3.313 -0.810 1.264
H -2.930 0.873 1.647
```

Calculated values
E = -398.45500 hartree
ΔE to the lowest compared entry with this formula, charge and spin = 260.3 kJ/mol
Kohn-Sham gap = 0.31857 hartree
HOMO = -8.3585 eV

Atomic partial charges in e from the natural (NBO) method, atoms 1 to 2: 0.4994, -0.6679

***

Record 6
The following is a DFT calculation (wB97M-V/def2-TZVPD) of C33H32BrCoN3OSiTe as an isolated structure.

```
73
Properties=species:S:1:pos:R:3
Co -0.283 -0.038 0.214
Br 4.556 -0.470 5.799
C 3.108 -0.228 4.614
C 1.815 -0.029 5.125
C 0.749 0.146 4.283
C 0.900 0.125 2.877
O -0.157 0.277 2.131
C 2.219 -0.058 2.369
C 2.564 -0.039 0.983
N 1.748 0.121 -0.006
C 2.204 0.207 -1.344
C 3.505 0.300 -1.757
C 3.829 0.370 -3.130
C 2.852 0.361 -4.080
C 1.494 0.297 -3.690
C 0.429 0.308 -4.617
C -0.859 0.263 -4.171
C -1.091 0.209 -2.785
N -0.128 0.195 -1.896
C 1.169 0.230 -2.323
C 3.302 -0.237 3.266
H 1.664 -0.017 6.197
H -0.249 0.293 4.678
H 3.628 -0.159 0.778
H 4.314 0.332 -1.039
H 4.870 0.435 -3.420
H 3.095 0.414 -5.134
H 0.651 0.353 -5.677
H -1.699 0.272 -4.851
H -2.104 0.180 -2.402
H 4.298 -0.378 2.864
C -1.548 -4.841 0.260
Si -0.634 -3.222 0.375
C 0.692 -3.214 -0.933
C 0.069 -3.021 2.084
N -1.561 -1.699 0.085
C -2.877 -1.509 -0.091
C -3.406 -0.176 -0.159
C -4.750 0.066 -0.309
C -5.642 -1.003 -0.423
C -5.167 -2.316 -0.388
C -3.827 -2.575 -0.223
H -0.792 -5.613 0.453
H -1.971 -5.045 -0.727
H -2.326 -4.964 1.017
H 1.351 -4.077 -0.780
H 1.316 -2.317 -0.908
H 0.260 -3.300 -1.935
H 0.372 -4.004 2.459
H -0.664 -2.603 2.780
H 0.950 -2.373 2.103
H -2.726 0.668 -0.075
H -5.116 1.088 -0.328
H -6.702 -0.814 -0.542
H -5.861 -3.142 -0.489
H -3.485 -3.598 -0.204
C -2.733 3.866 -0.122
Te -1.171 2.898 0.969
C -2.718 2.130 2.223
C -4.022 2.571 1.610
C -5.231 2.137 2.155
C -6.436 2.501 1.582
C -6.447 3.315 0.453
C -5.251 3.758 -0.085
C -4.031 3.389 0.486
H -2.662 3.572 -1.169
H -2.620 4.947 -0.060
H -2.578 2.512 3.233
H -2.631 1.045 2.258
H -5.220 1.501 3.035
H -7.369 2.157 2.015
H -7.386 3.610 0.002
H -5.257 4.401 -0.960
```

Calculated values
spin multiplicity = 5
net charge = +1
E = -6030.40659 hartree
ΔE to the lowest compared entry with this formula, charge and spin = 0.0 kJ/mol
Kohn-Sham gap (spin up / spin down) = 0.25444 / 0.20554 hartree
HOMO (spin up / spin down) = -10.2270 / -10.2680 eV

Atomic partial charges in e from the Löwdin method, atoms 1 to 2: 0.6313, 0.7620